Entry 1:
Formula: C9H14
Source: the OMol25 dataset
Level of theory: wB97M-V/def2-TZVPD

Each atom is followed by the atoms it is bonded to, with distances in Å.
Geometry (Å):
1 C -0.63 0.53 -2.31  C2 1.524, H3 1.090, H4 1.088, H5 1.088
2 C -0.68 2.05 -2.33  C1 1.524, H6 1.087, H7 1.089, H8 1.094
3 H -1.61 0.11 -2.50  C1 1.090
4 H 0.06 0.14 -3.06  C1 1.088
5 H -0.32 0.20 -1.32  C1 1.088
6 H 0.29 2.54 -2.26  C2 1.087
7 H -1.24 2.39 -1.47  C2 1.089
8 H -1.20 2.46 -3.20  C2 1.094
9 C 2.21 -0.50 0.06  C11 1.501, H18 1.088, H19 1.088, H23 1.087
10 C 0.58 -1.87 1.41  C11 1.397, C12 1.384, H16 1.081
11 C 0.98 -0.63 0.90  C9 1.501, C10 1.397, C14 1.389
12 C -0.63 -1.99 2.06  C10 1.384, C13 1.389, H17 1.078
13 C -1.42 -0.87 2.29  C12 1.389, C15 1.381, H20 1.082
14 C 0.20 0.48 1.19  C11 1.389, C15 1.390, H21 1.081
15 C -1.00 0.37 1.87  C13 1.381, C14 1.390, H22 1.081
16 H 1.25 -2.70 1.23  C10 1.081
17 H -0.93 -2.97 2.41  C12 1.078
18 H 2.33 0.50 -0.34  C9 1.088
19 H 2.13 -1.10 -0.85  C9 1.088
20 H -2.38 -1.01 2.77  C13 1.082
21 H 0.56 1.45 0.86  C14 1.081
22 H -1.64 1.24 1.98  C15 1.081
23 H 3.09 -0.80 0.61  C9 1.087

Results
HOMO energy	-9.1	eV
net charge	0
LUMO level	1.042	eV
SMILES	Cc1ccccc1.CC

Entry 2:
Formula: C9H14
Source: the OMol25 dataset
Level of theory: wB97M-V/def2-TZVPD

Each atom is followed by the atoms it is bonded to, with distances in Å.
Geometry (Å):
1 C -0.31 3.15 -0.46  C3 1.514, H10 1.079, H11 1.093, H15 1.083
2 C 1.29 1.39 0.41  C3 1.400, C4 1.407, H8 1.083
3 C 0.19 1.72 -0.40  C1 1.514, C2 1.400, C6 1.374
4 C 1.96 0.17 0.21  C2 1.407, C5 1.400, H9 1.088
5 C 1.53 -0.77 -0.73  C4 1.400, C7 1.405, H12 1.085
6 C -0.29 0.66 -1.13  C3 1.374, C7 1.391, H13 1.094
7 C 0.29 -0.58 -1.36  C5 1.405, C6 1.391, H14 1.084
8 H 1.93 2.02 1.02  C2 1.083
9 H 2.72 -0.21 0.89  C4 1.088
10 H -1.00 3.32 -1.26  C1 1.079
11 H 0.57 3.70 -0.79  C1 1.093
12 H 2.05 -1.68 -1.03  C5 1.085
13 H -1.20 0.92 -1.69  C6 1.094
14 H -0.01 -1.08 -2.27  C7 1.084
15 H -0.64 3.40 0.54  C1 1.083
16 C -1.26 -2.71 1.92  C17 1.566, H18 1.078, H19 1.083, H20 1.085
17 C -2.35 -2.36 0.85  C16 1.566, H21 1.090, H22 1.095, H23 1.086
18 H -1.44 -2.20 2.86  C16 1.078
19 H -1.19 -3.77 2.09  C16 1.083
20 H -0.33 -2.41 1.46  C16 1.085
21 H -1.86 -2.66 -0.09  C17 1.090
22 H -2.38 -1.28 0.70  C17 1.095
23 H -3.29 -2.84 1.10  C17 1.086

Results
HOMO energy	-9.1	eV
net charge	0
LUMO level	1.004	eV
SMILES	Cc1ccccc1.CC

Entry 3:
Formula: C9H14
Source: the OMol25 dataset
Level of theory: wB97M-V/def2-TZVPD

Each atom is followed by the atoms it is bonded to, with distances in Å.
Geometry (Å):
1 C 4.05 0.66 -0.09  C2 1.543, H3 1.081, H4 1.089, H5 1.097
2 C 3.92 -0.58 0.81  C1 1.543, H6 1.078, H7 1.092, H8 1.095
3 H 4.78 1.34 0.33  C1 1.081
4 H 4.16 0.54 -1.17  C1 1.089
5 H 3.08 1.17 -0.03  C1 1.097
6 H 3.01 -1.08 0.50  C2 1.078
7 H 4.01 -0.32 1.86  C2 1.092
8 H 4.79 -1.23 0.75  C2 1.095
9 C -3.75 -0.33 0.45  C11 1.514, H18 1.091, H19 1.093, H23 1.086
10 C -1.91 0.93 -0.76  C11 1.418, C12 1.383, H16 1.081
11 C -2.29 -0.14 0.08  C9 1.514, C10 1.418, C14 1.379
12 C -0.58 1.04 -1.13  C10 1.383, C13 1.415, H17 1.081
13 C 0.38 0.14 -0.60  C12 1.415, C15 1.370, H20 1.078
14 C -1.35 -1.01 0.59  C11 1.379, C15 1.404, H21 1.083
15 C 0.02 -0.78 0.35  C13 1.370, C14 1.404, H22 1.085
16 H -2.68 1.62 -1.08  C10 1.081
17 H -0.27 1.77 -1.87  C12 1.081
18 H -4.32 0.12 -0.36  C9 1.091
19 H -3.86 0.20 1.40  C9 1.093
20 H 1.37 0.16 -1.02  C13 1.078
21 H -1.72 -1.79 1.24  C14 1.083
22 H 0.74 -1.56 0.58  C15 1.085
23 H -4.10 -1.35 0.59  C9 1.086

Results
HOMO energy	-9.0	eV
net charge	0
LUMO level	1.041	eV
SMILES	Cc1ccccc1.CC

Entry 4:
Formula: C9H14
Source: the OMol25 dataset
Level of theory: wB97M-V/def2-TZVPD

Each atom is followed by the atoms it is bonded to, with distances in Å.
Geometry (Å):
1 C 1.09 -2.35 -1.01  C2 1.497, H8 1.090, H9 1.096, H15 1.090
2 C -0.11 -1.46 -1.11  C1 1.497, C3 1.410, C4 1.366
3 C -1.40 -1.96 -0.81  C2 1.410, C5 1.398, H10 1.079
4 C -0.08 -0.15 -1.51  C2 1.366, C6 1.391, H11 1.092
5 C -2.47 -1.08 -0.70  C3 1.398, C7 1.399, H12 1.083
6 C -1.13 0.76 -1.42  C4 1.391, C7 1.382, H13 1.081
7 C -2.33 0.30 -0.93  C5 1.399, C6 1.382, H14 1.080
8 H 0.97 -3.19 -0.33  C1 1.090
9 H 1.91 -1.77 -0.57  C1 1.096
10 H -1.65 -2.99 -0.61  C3 1.079
11 H 0.89 0.22 -1.86  C4 1.092
12 H -3.43 -1.54 -0.48  C5 1.083
13 H -1.02 1.81 -1.65  C6 1.081
14 H -3.19 0.95 -0.85  C7 1.080
15 H 1.44 -2.79 -1.94  C1 1.090
16 C 0.94 1.68 2.60  C17 1.524, H18 1.090, H19 1.090, H20 1.087
17 C 1.70 2.13 1.36  C16 1.524, H21 1.091, H22 1.093, H23 1.089
18 H 0.17 2.41 2.87  C16 1.090
19 H 0.46 0.73 2.40  C16 1.090
20 H 1.55 1.55 3.49  C16 1.087
21 H 1.10 2.02 0.46  C17 1.091
22 H 1.96 3.19 1.35  C17 1.093
23 H 2.62 1.55 1.25  C17 1.089

Results
HOMO energy	-9.1	eV
net charge	0
LUMO level	1.006	eV
SMILES	Cc1ccccc1.CC

Entry 5:
Formula: C9H14
Source: the OMol25 dataset
Level of theory: wB97M-V/def2-TZVPD

Each atom is followed by the atoms it is bonded to, with distances in Å.
Geometry (Å):
1 C -0.61 -1.51 -1.56  C3 1.547, H10 1.095, H11 1.189, H15 1.049
2 C 0.83 0.50 -1.33  C3 1.406, C4 1.442, H8 1.118
3 C -0.47 -0.01 -1.22  C1 1.547, C2 1.406, C5 1.387
4 C 1.13 1.80 -0.79  C2 1.442, C6 1.365, H9 1.074
5 C -1.54 0.76 -0.77  C3 1.387, C7 1.424, H12 1.115
6 C 0.09 2.57 -0.37  C4 1.365, C7 1.390, H13 1.100
7 C -1.22 2.10 -0.43  C5 1.424, C6 1.390, H14 1.136
8 H 1.71 0.00 -1.81  C2 1.118
9 H 2.13 2.13 -1.04  C4 1.074
10 H -1.57 -1.71 -2.04  C1 1.095
11 H -0.77 -2.07 -0.52  C1 1.189
12 H -2.63 0.66 -0.96  C5 1.115
13 H 0.30 3.62 -0.12  C6 1.100
14 H -2.15 2.70 -0.19  C7 1.136
15 H 0.24 -1.90 -2.04  C1 1.049
16 C 1.08 -1.80 1.97  C17 1.552, H18 1.059, H19 1.077, H20 0.988
17 C 0.02 -0.70 1.71  C16 1.552, H21 1.000, H22 1.090, H23 1.075
18 H 1.16 -1.77 3.03  C16 1.059
19 H 0.96 -2.77 1.52  C16 1.077
20 H 1.97 -1.44 1.74  C16 0.988
21 H -0.10 -0.22 0.84  C17 1.000
22 H 0.29 0.19 2.28  C17 1.090
23 H -0.88 -1.13 2.11  C17 1.075

Results
HOMO energy	-9.0	eV
net charge	0
LUMO level	1.074	eV
SMILES	Cc1ccccc1.CC

Entry 6:
Formula: C9H14
Source: the OMol25 dataset
Level of theory: wB97M-V/def2-TZVPD

Each atom is followed by the atoms it is bonded to, with distances in Å.
Geometry (Å):
1 C -0.76 0.12 2.90  C5 1.496, H12 1.086, H13 1.087, H15 1.104
2 C 0.05 -1.74 -0.30  C3 1.390, C4 1.387, H8 1.083
3 C 1.29 -1.21 -0.63  C2 1.390, C6 1.385, H9 1.087
4 C -0.61 -1.31 0.84  C2 1.387, C5 1.399, H10 1.087
5 C 0.01 -0.45 1.75  C1 1.496, C4 1.399, C7 1.393
6 C 1.96 -0.43 0.29  C3 1.385, C7 1.385, H11 1.080
7 C 1.36 -0.18 1.51  C5 1.393, C6 1.385, H14 1.088
8 H -0.40 -2.51 -0.92  C2 1.083
9 H 1.74 -1.72 -1.49  C3 1.087
10 H -1.56 -1.78 1.10  C4 1.087
11 H 3.00 -0.17 0.13  C6 1.080
12 H -0.75 -0.50 3.79  C1 1.086
13 H -1.76 0.46 2.65  C1 1.087
14 H 1.88 0.42 2.25  C7 1.088
15 H -0.26 1.05 3.23  C1 1.104
16 C -0.05 1.23 -2.59  C17 1.516, H18 1.102, H19 1.089, H20 1.086
17 C -1.28 1.18 -1.70  C16 1.516, H21 1.093, H22 1.081, H23 1.087
18 H 0.66 2.02 -2.28  C16 1.102
19 H 0.61 0.38 -2.44  C16 1.089
20 H -0.26 1.43 -3.64  C16 1.086
21 H -1.60 2.22 -1.57  C17 1.093
22 H -1.11 0.73 -0.73  C17 1.081
23 H -2.16 0.75 -2.16  C17 1.087

Results
HOMO energy	-9.0	eV
net charge	0
LUMO level	1.051	eV
SMILES	Cc1ccccc1.CC

Entry 7:
Formula: C9H14
Source: the OMol25 dataset
Level of theory: wB97M-V/def2-TZVPD

Each atom is followed by the atoms it is bonded to, with distances in Å.
Geometry (Å):
1 C -0.12 -2.44 -0.49  C5 1.523, H12 1.088, H13 1.099, H15 1.089
2 C -1.67 0.99 -0.04  C3 1.393, C4 1.358, H8 1.098
3 C -1.15 -0.26 0.27  C2 1.393, C5 1.411, H9 1.085
4 C -1.72 1.45 -1.32  C2 1.358, C6 1.402, H10 1.084
5 C -0.56 -1.01 -0.77  C1 1.523, C3 1.411, C7 1.417
6 C -1.07 0.75 -2.36  C4 1.402, C7 1.390, H11 1.085
7 C -0.45 -0.45 -2.06  C5 1.417, C6 1.390, H14 1.076
8 H -2.31 1.30 0.80  C2 1.098
9 H -1.17 -0.77 1.23  C3 1.085
10 H -2.24 2.37 -1.57  C4 1.084
11 H -1.08 1.25 -3.32  C6 1.085
12 H -0.83 -3.09 -0.99  C1 1.088
13 H -0.18 -2.52 0.60  C1 1.099
14 H 0.00 -0.99 -2.89  C7 1.076
15 H 0.93 -2.66 -0.69  C1 1.089
16 C 1.91 0.32 1.13  C17 1.507, H18 1.108, H19 1.100, H20 1.089
17 C 1.49 1.27 2.22  C16 1.507, H21 1.095, H22 1.093, H23 1.102
18 H 2.42 -0.57 1.54  C16 1.108
19 H 1.05 -0.07 0.58  C16 1.100
20 H 2.70 0.60 0.42  C16 1.089
21 H 0.72 1.99 1.93  C17 1.095
22 H 2.27 1.84 2.73  C17 1.093
23 H 1.05 0.70 3.06  C17 1.102

Results
HOMO energy	-9.0	eV
net charge	0
LUMO level	1.036	eV
SMILES	Cc1ccccc1.CC

Entry 8:
Formula: C9H14
Source: the OMol25 dataset
Level of theory: wB97M-V/def2-TZVPD

Each atom is followed by the atoms it is bonded to, with distances in Å.
Geometry (Å):
1 C 1.54 -2.60 -1.19  C5 1.515, H12 1.091, H13 1.084, H15 1.093
2 C 0.98 0.19 1.38  C3 1.381, C4 1.405, H8 1.083
3 C 1.59 1.27 0.77  C2 1.381, C6 1.383, H9 1.084
4 C 0.94 -1.06 0.75  C2 1.405, C5 1.390, H10 1.078
5 C 1.64 -1.29 -0.43  C1 1.515, C4 1.390, C7 1.385
6 C 2.22 1.07 -0.45  C3 1.383, C7 1.397, H11 1.081
7 C 2.27 -0.20 -1.01  C5 1.385, C6 1.397, H14 1.082
8 H 0.61 0.23 2.40  C2 1.083
9 H 1.69 2.26 1.21  C3 1.084
10 H 0.30 -1.74 1.29  C4 1.078
11 H 2.76 1.87 -0.93  C6 1.081
12 H 0.89 -2.48 -2.06  C1 1.091
13 H 1.17 -3.45 -0.63  C1 1.084
14 H 2.79 -0.24 -1.96  C7 1.082
15 H 2.55 -2.80 -1.54  C1 1.093
16 C -3.04 0.42 -0.05  C17 1.541, H18 1.090, H19 1.087, H20 1.089
17 C -2.91 1.80 0.62  C16 1.541, H21 1.096, H22 1.091, H23 1.086
18 H -2.63 0.43 -1.06  C16 1.090
19 H -2.50 -0.33 0.52  C16 1.087
20 H -4.11 0.25 -0.16  C16 1.089
21 H -3.20 1.77 1.68  C17 1.096
22 H -3.68 2.47 0.25  C17 1.091
23 H -1.89 2.17 0.58  C17 1.086

Results
HOMO energy	-9.2	eV
net charge	0
LUMO level	1.031	eV
SMILES	Cc1ccccc1.CC

ΔE to the lowest compared entry with this formula, charge and spin, record by record: 3.4 26.9 15.1 8.7 47.8 14.1 20.5 11.1 kcal per mole
Orbital gap, record by record: 10.096 10.083 10.021 10.111 10.081 10.061 9.987 10.185 eV